{
  "formula": "C47H115Cl2O30P3",
  "method": "wB97M-V/def2-TZVPD",
  "elements": ["C", "O", "P", "O", "O", "C", "O", "C", "H", "H", "H", "H", "H", "H", "H", "H", "H", "C", "O", "P", "O", "O", "C", "O", "C", "H", "H", "H", "H", "H", "H", "H", "H", "H", "C", "O", "P", "O", "O", "C", "O", "C", "H", "H", "H", "H", "H", "H", "H", "H", "H", "C", "O", "C", "C", "O", "C", "C", "O", "C", "H", "H", "H", "H", "H", "H", "H", "H", "H", "H", "H", "H", "H", "H", "C", "O", "C", "C", "O", "C", "C", "O", "C", "H", "H", "H", "H", "H", "H", "H", "H", "H", "H", "H", "H", "H", "H", "C", "O", "C", "C", "O", "C", "C", "O", "C", "H", "H", "H", "H", "H", "H", "H", "H", "H", "H", "H", "H", "H", "H", "C", "O", "C", "C", "O", "C", "C", "O", "C", "H", "H", "H", "H", "H", "H", "H", "H", "H", "H", "H", "H", "H", "H", "C", "O", "C", "C", "O", "C", "C", "O", "C", "H", "H", "H", "H", "H", "H", "H", "H", "H", "H", "H", "H", "H", "H", "C", "O", "C", "C", "O", "C", "C", "O", "C", "H", "H", "H", "H", "H", "H", "H", "H", "H", "H", "H", "H", "H", "H", "Cl", "C", "C", "Cl", "H", "H", "H", "H"],
  "xyz": [[-0.03018, 0.71331, -0.64230], [-0.64173, 0.06330, 0.48692], [-0.12624, -1.37066, 1.11941], [-0.26336, -2.52319, 0.20184], [1.40056, -1.11525, 1.59649], [2.20594, -2.21105, 2.01973], [-0.88611, -1.62976, 2.56966], [-2.27014, -1.92809, 2.57031], [-0.65013, 0.61015, -1.53289], [0.91034, 0.19810, -0.83740], [0.15405, 1.76868, -0.44145], [1.72426, -3.18521, 2.10377], [2.61834, -2.08140, 3.02035], [3.05434, -2.26686, 1.33767], [-2.75602, -2.12656, 1.61499], [-2.71081, -0.98483, 2.89310], [-2.55528, -2.74401, 3.23444], [3.22883, -5.64759, -7.07710], [4.54540, -5.38535, -6.73328], [5.03034, -4.97816, -5.23071], [4.98248, -6.03241, -4.16970], [4.03776, -3.68797, -4.95637], [3.49216, -3.63005, -3.68203], [6.54432, -4.34729, -5.36998], [7.54343, -5.24291, -5.81834], [2.94759, -5.30616, -8.07331], [2.52320, -5.20429, -6.37448], [3.13679, -6.72795, -7.18864], [3.02474, -4.55689, -3.34949], [2.72001, -2.86093, -3.66346], [4.28160, -3.33994, -2.98870], [8.19387, -5.42942, -4.96380], [8.13593, -4.73071, -6.57643], [7.06567, -6.15355, -6.17965], [2.96803, -7.96959, 1.10351], [1.59616, -8.30542, 0.71262], [0.58711, -8.55036, 1.95978], [0.59311, -7.48612, 2.98701], [1.09860, -10.01692, 2.54422], [0.93379, -11.19398, 1.71748], [-0.85636, -8.91517, 1.24781], [-1.56599, -7.86096, 0.56777], [3.25683, -7.03353, 0.62550], [3.60449, -8.77969, 0.74746], [3.15855, -7.86652, 2.17177], [1.85806, -11.75360, 1.57391], [0.70014, -10.90147, 0.69379], [0.20992, -11.83183, 2.22469], [-1.27920, -6.81478, 0.67441], [-2.60483, -7.90387, 0.89506], [-1.55819, -8.15639, -0.48139], [-1.74212, 4.34703, 2.40964], [-1.49028, 5.51606, 3.22750], [-0.10476, 5.82495, 3.35083], [0.24997, 5.63865, 4.80052], [0.04785, 4.29107, 5.24745], [1.18795, 3.48626, 5.41075], [1.81140, 2.92335, 4.10281], [2.62183, 3.90989, 3.49227], [3.48150, 3.26403, 2.55792], [-2.82235, 4.20371, 2.38357], [-1.31197, 3.44459, 2.84398], [-1.35009, 4.41055, 1.39456], [0.02841, 6.88617, 3.14065], [0.52108, 5.24100, 2.67600], [-0.33108, 6.30731, 5.43565], [1.28184, 5.94547, 4.97136], [0.96431, 2.67084, 6.09863], [1.93029, 4.08451, 5.93907], [1.03855, 2.64060, 3.38808], [2.34208, 1.99581, 4.31766], [4.12696, 4.08797, 2.25357], [2.89233, 2.94786, 1.69710], [4.12613, 2.48691, 2.96855], [-4.88793, -1.91073, -6.92119], [-3.57533, -2.48258, -7.17195], [-3.04048, -2.96152, -5.95322], [-2.50291, -1.82628, -5.07473], [-3.46800, -0.95866, -4.40507], [-4.33663, -1.60915, -3.48957], [-4.96982, -0.65334, -2.43447], [-5.90034, 0.16609, -3.14761], [-6.67879, 1.03274, -2.32608], [-4.78232, -1.03829, -6.27635], [-5.51837, -2.69263, -6.49779], [-5.35686, -1.59636, -7.85358], [-2.31036, -3.73953, -6.17619], [-3.79894, -3.52250, -5.40721], [-1.85767, -1.19994, -5.69074], [-1.97522, -2.25975, -4.22518], [-3.82626, -2.37225, -2.90195], [-5.04316, -2.22612, -4.04479], [-4.25463, 0.03180, -1.97930], [-5.38183, -1.07769, -1.51888], [-7.32881, 0.52336, -1.61466], [-7.32121, 1.73371, -2.85902], [-5.92847, 1.53559, -1.71595], [-3.81068, 7.35672, -2.53509], [-3.24692, 6.36053, -3.36720], [-4.19549, 5.81331, -4.29779], [-3.74024, 4.53527, -4.92815], [-2.79862, 4.86422, -6.00396], [-2.36045, 3.72572, -6.67651], [-1.83496, 4.17178, -8.07325], [-0.56369, 4.75100, -7.96040], [-0.62066, 6.15795, -7.97829], [-4.59497, 6.98237, -1.87718], [-4.26216, 8.17307, -3.09884], [-3.00029, 7.69618, -1.89002], [-4.29395, 6.55123, -5.09395], [-5.17584, 5.62588, -3.85975], [-4.63559, 4.03189, -5.29292], [-3.29301, 3.91870, -4.14845], [-3.16133, 2.99676, -6.80025], [-1.55767, 3.24169, -6.12029], [-2.64584, 4.75475, -8.50997], [-1.76668, 3.34886, -8.78476], [0.38163, 6.58579, -7.95658], [-0.99825, 6.59706, -7.05485], [-1.24607, 6.59643, -8.75591], [6.71561, -3.22132, 5.73126], [7.35450, -3.60025, 4.54404], [7.14063, -4.99294, 4.24193], [8.11915, -5.38105, 2.99653], [7.90848, -4.50898, 1.88091], [8.30392, -4.88326, 0.56592], [9.78927, -5.32274, 0.52364], [10.71131, -4.28766, 0.87218], [12.05401, -4.66729, 0.56476], [6.96677, -3.87494, 6.56660], [5.62953, -3.22165, 5.63897], [7.00937, -2.20314, 5.98645], [6.08201, -5.23767, 4.15507], [7.49349, -5.49259, 5.14411], [8.16901, -6.46823, 2.93614], [9.11807, -5.10116, 3.33111], [7.98266, -4.10424, -0.12547], [7.85072, -5.83776, 0.29824], [10.09033, -5.58126, -0.49155], [9.97969, -6.23334, 1.09167], [12.38466, -5.50237, 1.18235], [12.76311, -3.86358, 0.76305], [12.26902, -4.76636, -0.49922], [3.43019, 10.01698, -1.97591], [3.28153, 8.81797, -2.76645], [2.26020, 7.97328, -2.29130], [2.15049, 6.70753, -3.12980], [3.13398, 5.77908, -2.95993], [3.31663, 4.87284, -4.07800], [4.45350, 3.86482, -3.94117], [4.62854, 3.24947, -2.66949], [5.85830, 2.52744, -2.64643], [4.30134, 10.58808, -2.29691], [3.47094, 9.83472, -0.90203], [2.55889, 10.61936, -2.23298], [1.35082, 8.57224, -2.24238], [2.50726, 7.73255, -1.25733], [2.13506, 7.00617, -4.17797], [1.20382, 6.18180, -3.00517], [3.48369, 5.45447, -4.98459], [2.34796, 4.38886, -4.20259], [5.30204, 4.44536, -4.30317], [4.27981, 3.09908, -4.69720], [6.73576, 3.06378, -3.00771], [5.84438, 1.55637, -3.14132], [6.14294, 2.41573, -1.60019], [-11.50138, 4.96437, 8.34827], [-11.79983, 4.16262, 7.15672], [-11.12284, 2.95935, 7.13014], [-9.58607, 3.00912, 6.90230], [-9.27227, 3.51899, 5.60059], [-7.86403, 3.68876, 5.24719], [-7.28295, 2.31363, 5.04666], [-7.61869, 1.60224, 3.88822], [-8.75426, 0.81096, 4.00348], [-11.71479, 4.35289, 9.22499], [-12.17203, 5.82245, 8.30322], [-10.45754, 5.25267, 8.47229], [-11.45614, 2.50873, 6.19530], [-11.48193, 2.33546, 7.94862], [-9.08236, 2.06523, 7.11076], [-9.21473, 3.63382, 7.71468], [-7.37144, 4.30221, 6.00160], [-7.69054, 4.23314, 4.31894], [-7.46049, 1.67864, 5.91461], [-6.20310, 2.46183, 5.03854], [-8.85509, 0.38676, 5.00248], [-8.62544, -0.02105, 3.31120], [-9.72910, 1.22767, 3.75020], [-2.68718, -2.50154, 8.65393], [-1.42333, -3.70833, 8.18120], [-2.11449, -5.02360, 7.85430], [-3.05392, -5.51775, 9.18418], [-0.64245, -3.72848, 8.94142], [-0.94051, -3.38431, 7.25925], [-1.45122, -5.86423, 7.65059], [-2.77919, -4.82911, 7.01261]],
  "atomic_forces_ev_per_a": [[0.614, -0.866, -0.182], [0.256, -1.411, 1.816], [0.098, -0.340, 0.083], [-0.120, 0.894, 0.442], [-1.727, 0.379, -0.027], [0.916, -0.669, 0.243], [1.559, 0.448, -2.310], [-1.342, 1.128, 0.072], [-0.213, -0.042, 0.208], [0.155, 0.306, -0.189], [-0.128, -0.169, 0.294], [-0.496, 0.171, -0.614], [-0.173, 0.748, 0.049], [-0.124, -0.170, -0.052], [0.673, -0.223, -0.396], [-0.527, -0.253, 0.383], [0.576, 0.088, 0.159], [-1.444, -0.928, -0.404], [2.633, 1.164, 1.361], [-0.273, 0.301, 0.599], [-0.174, 1.286, -1.718], [1.826, -1.878, -1.788], [-0.558, 0.637, 1.809], [-3.179, 0.156, -0.298], [0.502, -0.138, 0.247], [0.592, 0.656, -0.023], [-0.035, -0.283, 0.079], [-0.381, -0.127, 0.592], [0.213, -0.124, -0.128], [0.101, 0.084, -0.198], [-0.183, -0.073, 0.341], [0.007, -0.383, -0.097], [-0.188, -0.216, -0.189], [0.537, -0.130, -0.155], [0.152, -0.217, -0.477], [-0.316, 0.223, 1.216], [-0.012, -1.298, 0.185], [-0.086, -1.051, -0.957], [-0.755, 1.524, -0.800], [0.227, 0.342, -0.210], [2.336, 1.086, 1.119], [-1.059, -0.550, -0.704], [-0.206, -0.115, -0.096], [-0.044, 0.082, -0.131], [-0.614, -0.038, 0.079], [0.331, 0.234, 0.694], [-0.703, -0.132, 0.131], [-0.149, 0.066, -0.473], [0.807, -0.303, 0.361], [0.039, -0.154, 0.149], [0.066, 0.352, -0.079], [-0.090, 0.397, 0.839], [-0.061, -0.959, -1.413], [-0.706, 0.119, 0.609], [0.868, -0.587, 0.422], [-0.519, 0.161, -0.171], [0.667, 0.175, -0.555], [-0.999, 0.717, 0.804], [0.488, -1.233, 0.483], [0.090, 1.880, -0.327], [0.051, 0.165, -0.083], [0.142, 0.000, 0.305], [0.014, 0.450, -0.134], [0.050, 0.143, -0.295], [0.012, -0.106, 0.060], [-0.448, -0.188, -0.111], [0.352, -0.124, -0.081], [-0.463, -0.108, -0.218], [0.512, 0.001, -0.109], [-0.461, -0.086, 0.023], [0.482, 0.057, 0.187], [0.201, -0.235, -0.408], [0.153, -0.435, -0.095], [-0.349, -0.243, 0.222], [0.723, -0.171, -0.461], [-0.864, 0.193, 0.113], [-0.617, 0.407, 0.134], [-0.522, -0.341, 1.051], [0.024, 0.054, -0.378], [0.221, -0.379, 0.965], [-0.006, 1.210, -1.509], [-1.202, -0.315, -0.210], [1.171, -0.393, 0.749], [-0.265, -0.161, 0.140], [-0.154, 0.108, 0.298], [0.382, -0.114, -0.169], [0.543, 0.476, -0.102], [-0.385, -0.014, 0.194], [-0.099, 0.191, 0.272], [0.668, -0.282, -0.209], [0.741, -0.072, 0.181], [-0.743, 0.507, 0.071], [0.855, 0.047, -0.365], [-0.573, -0.985, -0.418], [-0.091, -0.547, -0.045], [0.505, -0.170, -0.510], [-0.272, 0.793, 0.236], [0.264, -0.257, 0.108], [-0.725, -0.674, -0.077], [0.541, 0.894, -0.026], [1.087, 0.816, -0.396], [-1.520, -0.130, 1.495], [0.700, -0.212, -1.324], [-0.756, -1.343, 0.988], [-0.302, 0.845, -0.601], [0.371, 1.063, 1.113], [-0.162, -0.397, 0.031], [0.225, 0.238, -0.200], [-0.071, 0.262, -0.173], [-0.386, 0.105, -0.201], [-0.061, 0.175, 0.451], [0.110, -0.207, -0.467], [0.329, -0.261, -0.135], [-0.272, -0.106, -0.104], [0.206, -0.145, 0.046], [0.327, 0.920, 0.009], [0.246, -0.501, 0.349], [0.229, -0.384, -0.770], [-0.575, -0.438, 0.394], [0.220, -0.302, -0.474], [-0.175, 0.262, 0.087], [-0.260, -0.568, -0.602], [1.897, 0.823, -0.892], [-0.210, 1.826, 1.913], [-1.158, -0.414, -0.069], [1.372, -1.612, 1.437], [0.656, 1.332, -1.051], [0.425, -0.133, 0.125], [0.126, 0.861, 0.312], [0.187, -0.180, 0.162], [-0.277, -0.099, -0.139], [0.162, -0.060, -0.126], [-0.139, 0.120, -0.583], [0.221, -0.753, -0.133], [-0.646, -0.159, -1.011], [0.151, -0.098, 0.481], [0.382, 0.034, 0.214], [-0.725, -0.039, -0.283], [-0.597, -0.325, -0.491], [-0.231, -0.013, 0.534], [-0.084, -0.386, -0.307], [-0.479, 0.441, 0.724], [-0.627, -0.861, -0.314], [-0.791, -0.544, -1.129], [1.166, 0.490, 0.070], [0.640, -0.023, 0.722], [-1.380, 0.700, -1.305], [2.890, -1.416, 0.308], [-1.541, 0.419, 1.338], [-0.268, 0.678, -0.068], [0.671, 0.387, -0.971], [0.334, 0.281, 1.026], [0.119, -0.441, -0.074], [0.022, -0.202, 0.046], [-0.180, 0.380, 0.450], [-0.603, -0.384, -0.320], [-0.085, -0.397, 0.307], [-0.015, 0.449, -0.350], [-0.628, 0.372, 0.448], [0.185, 0.064, -0.168], [-0.153, -0.383, -0.112], [0.803, -0.301, 0.601], [-0.116, -0.160, -0.210], [-0.273, 0.519, -0.662], [-0.385, -0.062, -0.090], [-0.458, -0.446, 0.149], [-0.630, -1.097, -0.766], [0.653, 2.123, 1.287], [0.592, -1.022, -2.086], [0.114, 0.838, 0.832], [-0.195, 0.571, -0.196], [-1.411, -0.985, 0.524], [1.548, 0.110, 0.836], [-0.070, 0.953, -0.200], [-0.624, -1.311, -0.262], [-0.328, -0.014, 0.219], [0.249, -0.062, 0.056], [0.051, 0.224, -0.565], [-0.416, -0.349, 0.023], [0.650, -0.279, 0.344], [-0.440, -0.474, -0.268], [0.548, 0.626, -0.134], [0.277, -0.393, 0.386], [-1.012, 0.127, -0.175], [-0.154, -0.048, 0.188], [0.276, -0.161, -0.270], [0.098, -0.056, 0.237], [0.090, -0.130, -0.009], [0.148, 0.805, -0.006], [0.699, -0.080, -0.273], [0.143, 0.100, -0.681], [0.690, 0.695, -0.656], [-1.394, -1.060, 1.741], [-0.418, -0.246, 0.214], [-0.127, 0.376, 0.031], [0.311, 0.446, -0.335], [0.101, -0.237, -0.064]],
  "gap_ev": 9.3,
  "e_homo_ev": -9.165,
  "lumo_energy_ha": 0.0063,
  "smiles": "COP(=O)(OC)OC.COP(=O)(OC)OC.COP(=O)(OC)OC.COCCOCCOC.COCCOCCOC.COCCOCCOC.COCCOCCOC.COCCOCCOC.COCCOCCOC.ClCCCl"
}